[1]
An isolated molecule of C5H5NO. Source: OMol25; level of theory: ωB97M-V/def2-TZVPD.

HOMO, eV: -9.04
Gap between HOMO and LUMO, eV: 8.955
Lowest unoccupied orbital energy, hartree: -0.00297
Electronic energy, hartree: -323.2689

```
! RIJCOSX wB97M-V def2-TZVPD def2/J DEFGRID3
* xyz 0 1
O 0.81703 0.64686 0.82004
C 0.51023 1.02271 -0.47192
C 1.92233 -0.05906 0.64833
C 2.80215 -0.84438 0.45111
C -0.90760 0.86043 -0.67221
C -1.38096 -0.53068 -0.29528
N -1.89795 0.62276 0.37971
H 3.59073 -1.51219 0.22619
H -1.27694 1.27347 -1.60083
H -0.68690 -1.18383 0.22885
H -2.04659 -1.02104 -0.99965
H -1.44552 0.72495 1.28566
*
```

***

[2]
An isolated molecule of C11H11N in a non-equilibrium geometry. Source: OMol25; level of theory: ωB97M-V/def2-TZVPD.

HOMO (alpha / beta), eV: -8.37 / -7.74
Gap between HOMO and LUMO (alpha / beta), eV: 7.095 / 7.581
Lowest unoccupied orbital energy (alpha / beta), hartree: -0.04687 / -0.00568
Electronic energy, hartree: -480.2660

```
! RIJCOSX wB97M-V def2-TZVPD def2/J DEFGRID3
* xyz 0 1
C -3.29361 0.81734 0.55206
C -3.24170 0.14389 -0.69690
C -2.09105 0.83527 1.35520
C -2.22385 -0.65705 -0.95881
C -1.20044 -0.12083 1.01049
C -1.17462 -0.95707 -0.11631
C 0.83837 -1.82435 0.23289
C 2.89420 -0.36957 0.95195
C 1.98671 0.56895 0.17548
C 1.50156 -0.70507 0.73160
C 2.24286 0.95973 -1.32094
N -0.35410 -1.96581 -0.27073
H -4.00832 1.70053 0.73719
H -4.12233 0.40823 -1.35038
H -2.10414 1.37210 2.30933
H -2.24877 -1.19493 -1.94981
H 1.33104 -2.68283 0.48449
H 3.70513 -0.85833 0.56574
H 3.07062 -0.04011 2.01023
H 1.80547 1.47251 0.73741
H 1.80363 1.95985 -1.60544
H 1.62970 0.19121 -1.85161
H 3.25363 0.94635 -1.73311
*
```